Entry from the OMol25 dataset: 2 unconnected molecules or ions with the total composition C6H4INS in a non-equilibrium geometry (wB97M-V/def2-TZVPD).

Geometry as XYZ:
```
13
Properties=species:S:1:pos:R:3
I 1.37655 -2.88166 -1.16339
S -1.90956 1.95719 0.78993
N 2.06456 1.07216 -1.63381
C -0.20571 0.15581 0.29501
C 2.28862 -1.18696 -0.44331
C -1.46844 -0.57183 0.37690
C -0.21146 1.49547 0.54116
C 2.17335 0.08355 -1.07113
C -2.43171 0.35640 0.50035
H -1.35816 -1.60208 0.19527
H -3.57921 0.09449 0.63041
H 2.85927 -1.28348 0.46116
H 0.40191 2.31095 0.52147
```

Properties
Relative energy (zero: lowest compared OMol25 entry of this formula, charge and spin) ... 215.7 kJ/mol
E ... -26707.22711 eV
Largest force on an atom ... 4.37 eV/Å